Record 1
The following is a DFT calculation (wB97M-V/def2-TZVPD) of C2H5N3 in the gas phase at a distorted geometry.

Each line ends with the natural charge from an NBO analysis.
Positions of all 10 atoms, in Å:
N  3.74  -0.20  -0.04  -0.37
C  2.65  0.15  0.01  0.41
N  1.40  0.57  -0.01  -0.67
C  0.30  -0.37  0.05  -0.02
N  -0.88  0.37  -0.08  -0.84
H  1.02  1.42  0.50  0.42
H  0.50  -1.21  -0.68  0.16
H  0.41  -0.84  0.99  0.17
H  -1.77  -0.21  -0.22  0.38
H  -0.83  0.97  -0.87  0.37

Calculated values
SMILES ... N#CNCN
Total charge ... 0

---

Record 2
The following is a DFT calculation (wB97M-V/def2-TZVPD) of C2H5N3 in the gas phase at a distorted geometry.

Each line ends with the natural charge from an NBO analysis.
Positions of all 10 atoms, in Å:
H  2.14  -1.40  -1.27  0.33
N  1.24  -1.19  -1.76  -0.68
C  0.24  -0.75  -0.96  0.28
N  0.15  -0.24  0.28  -0.64
C  -0.79  0.81  0.60  0.28
N  -1.00  1.41  1.73  -0.62
H  -0.30  1.04  2.42  0.32
H  -0.71  -0.59  -1.55  0.16
H  0.91  -0.37  0.97  0.40
H  -1.51  0.99  -0.14  0.17

Calculated values
SMILES ... [H]/N=C\N/C=N\[H]
Total charge ... 0

---

Record 3
The following is a DFT calculation (wB97M-V/def2-TZVPD) of a 2-piece molecular cluster, C2H5N3 overall at a distorted geometry.

Each line ends with the natural charge from an NBO analysis.
Positions of all 10 atoms, in Å:
C  -0.47  0.64  0.16  0.45
C  -0.91  0.08  -0.92  -0.44
N  1.87  -0.80  -0.77  0.45
N  1.63  -1.72  -0.31  0.01
N  -0.29  1.37  1.10  -0.65
H  1.40  -2.65  -0.02  0.54
H  -0.57  -0.30  -1.92  0.33
H  -1.93  -0.10  -0.55  0.33
H  0.11  1.20  2.07  0.48
H  -0.83  2.27  1.16  0.49

Calculated values
Total charge ... +2

---

no.,E_tot (eV),E_LUMO (hartree),frontier orbital gap (eV)
1,-6624.21172,0.028,10.4213
2,-6624.07301,0.033,10.4118
3,-6601.96468,-0.397,10.1003